1.
DFT (ωB97M-V with the def2-TZVPD basis set) results for a cluster of 2 separate species, C4H9NO in total at a distorted geometry.

The geometry in ORCA input format:
```
! wB97M-V def2-TZVPD RIJCOSX def2/J DEFGRID3
* xyz 0 1
C 2.42382 -0.19251 -0.44708
C 1.97607 0.11833 0.80577
N 0.57895 0.20849 1.13311
H 2.06411 0.15553 -1.44316
H 3.50269 -0.44868 -0.40548
H 2.57572 0.57390 1.61701
H 0.04434 0.85360 0.56271
H 0.59070 0.48848 2.16513
O -1.85234 1.61240 -0.20651
C -2.38139 0.53702 -0.48211
C -1.66989 -0.84471 -0.54095
H -3.32675 0.55220 -1.15866
H -0.53496 -0.65117 -0.90371
H -2.42434 -1.62275 -1.09790
H -1.56675 -1.34011 0.40185
*
```

## Properties
HOMO energy (eV): -8.4
SMILES: C=CN.CC=O

2.
DFT (ωB97M-V with the def2-TZVPD basis set) results for the molecule C15H14Cl2N2O3S.

The geometry in ORCA input format:
```
! wB97M-V def2-TZVPD RIJCOSX def2/J DEFGRID3
* xyz 0 1
C 4.29255 0.92092 0.39974
C 2.83200 0.61274 0.16133
O 1.95285 1.42892 0.36248
N 2.56250 -0.64967 -0.28020
C 1.20769 -1.01425 -0.49081
C 0.65180 -2.08721 0.19578
C -0.69608 -2.36594 0.07761
C -1.50065 -1.57957 -0.74159
C -0.92349 -0.56369 -1.50008
C 0.41836 -0.27413 -1.36285
H 0.85659 0.54097 -1.91549
H -1.54391 -0.00468 -2.18070
N -2.88508 -1.74534 -0.77755
S -3.84451 -0.35779 -0.72583
O -4.01606 0.14569 -2.05092
O -5.00764 -0.71808 0.02128
C -2.82848 0.83689 0.17548
C -2.48451 2.01385 -0.45946
C -1.62539 2.90184 0.17069
C -1.10621 2.61106 1.42564
C -1.47005 1.44038 2.06310
C -2.34116 0.55534 1.44010
Cl -2.81665 -0.89020 2.22350
H -1.07476 1.20322 3.03733
H -0.41881 3.29599 1.89516
Cl -1.18389 4.35953 -0.61433
H -2.88797 2.21120 -1.44015
H -3.24762 -2.46653 -0.16943
H -1.13726 -3.16992 0.64909
H 1.26328 -2.68115 0.85734
C 3.57025 -1.67661 -0.42230
H 3.98694 -1.97605 0.54377
H 4.38563 -1.33086 -1.06058
H 3.11545 -2.54668 -0.88947
H 4.36449 1.93065 0.79314
H 4.85802 0.86333 -0.52861
H 4.72177 0.22578 1.11776
*
```

## Properties
HOMO energy (eV): -8.5
SMILES: CC(=O)N(C)c1ccc(NS(=O)(=O)c2cc(Cl)ccc2Cl)cc1

3.
DFT (ωB97M-V with the def2-TZVPD basis set) results for a cluster of 2 separate species, C2H10N4 in total at a distorted geometry.

The geometry in ORCA input format:
```
! wB97M-V def2-TZVPD RIJCOSX def2/J DEFGRID3
* xyz 0 1
C 0.45243 -0.00138 1.98386
C -0.34933 0.13741 0.64989
N -1.63781 -1.84738 -2.03956
N 1.15387 0.89080 -0.92729
N -2.49905 -1.48772 -2.80154
N 0.41041 -0.25087 -0.51340
H -0.06551 0.50067 2.69286
H 0.49535 -0.97671 2.34219
H 1.49042 0.40569 1.82966
H -1.19964 -0.53085 0.86120
H -0.59285 1.18774 0.35281
H -0.94226 -1.26982 -1.63163
H 1.06344 -0.98424 -0.18184
H 1.87648 1.12118 -0.12093
H 1.61347 0.65085 -1.86578
H -2.50507 -0.40995 -3.04893
*
```

## Properties
HOMO energy (eV): -8.2
SMILES: [H]/N=N\[H].CCNN

4.
DFT (ωB97M-V with the def2-TZVPD basis set) results for a structure of composition C17H16Cl2F4N3O3SSn.

The geometry in ORCA input format:
```
! wB97M-V def2-TZVPD RIJCOSX def2/J DEFGRID3
* xyz 1 1
Sn 0.56146 -0.41964 -0.06127
C 3.65776 0.60882 -0.07457
N 2.28945 1.03330 -0.45204
C 2.31581 1.38457 -1.89508
C 1.81086 2.15125 0.39592
C 0.41761 2.54488 -0.07340
N -0.38206 1.33074 -0.25484
C -1.70056 1.42755 -0.67521
C -2.41363 0.26204 -0.93999
F -1.74215 -0.91997 -0.80667
C -3.71272 0.22976 -1.39089
F -4.27152 -0.95700 -1.63027
C -4.41329 1.39844 -1.59342
C -3.73872 2.57487 -1.33985
F -4.35562 3.74032 -1.51782
C -2.42496 2.60476 -0.89949
F -1.87989 3.81439 -0.68244
H 4.35929 1.40329 -0.33763
H 3.91659 -0.29969 -0.61426
H 3.71123 0.43698 0.99812
H 2.94795 2.26237 -2.04594
H 1.31594 1.58653 -2.26901
H 2.73480 0.54369 -2.44110
H 2.50646 2.99333 0.37886
H 1.77699 1.77607 1.42447
H 0.49359 3.11187 -1.00288
H -0.04325 3.20187 0.66252
H -5.43603 1.39977 -1.93965
O -0.74734 -0.61560 1.60296
N -0.45346 -1.47358 2.59134
C -1.44882 -1.72102 3.47145
C -1.23835 -2.56247 4.52729
C 0.01257 -3.16540 4.66700
C 1.00402 -2.90673 3.75106
C 0.77315 -2.03485 2.68469
S 1.97706 -1.68039 1.49269
H -2.36754 -1.19933 3.25352
H -2.04072 -2.74482 5.22590
H 0.20288 -3.83966 5.49044
H 1.97771 -3.36797 3.82978
Cl -0.58832 -0.46000 -3.68660
C 0.07480 -2.08723 -3.41979
Cl -0.99262 -3.13933 -2.49161
C 1.42085 -1.95745 -2.72776
O 2.42035 -2.27758 -3.30107
O 1.48335 -1.46113 -1.48789
H 0.22909 -2.53066 -4.39555
*
```

## Properties
HOMO energy (eV): -11.4

5.
DFT (ωB97M-V with the def2-TZVPD basis set) results for a structure of composition C25H24Br2ClN4O3PbSSbSe4 at a distorted geometry.

The geometry in ORCA input format:
```
! wB97M-V def2-TZVPD RIJCOSX def2/J DEFGRID3
* xyz -2 1
Pb 0.92313 2.04902 -0.85618
C 1.53359 -1.23726 4.33796
C 0.87997 0.07036 4.01053
C 0.02766 0.73220 4.88947
C -0.56432 1.92562 4.50716
C -0.25230 2.42531 3.25273
Br -0.96946 4.09806 2.70990
N 0.51148 1.79069 2.39386
C 1.05564 0.64310 2.75852
H 1.33789 -1.53194 5.36588
H 2.61148 -1.18695 4.19021
H 1.13619 -2.00628 3.67601
H -0.18469 0.32086 5.86737
H -1.24701 2.46157 5.14999
H 1.67299 0.16506 2.01018
Se 4.29791 4.31838 0.35526
Sb 3.66781 5.24241 -2.12671
Se 2.73740 2.80929 1.05805
Se 1.50996 3.70299 -2.75079
Se 2.94206 7.51797 -1.70881
C -2.79511 2.16234 -5.25202
C -1.77312 1.18564 -4.77409
C -1.26991 0.16890 -5.57448
C -0.36488 -0.73893 -5.04938
C -0.01803 -0.57232 -3.72390
Br 1.07719 -1.87890 -2.88789
N -0.43978 0.40385 -2.95763
C -1.29202 1.27474 -3.46972
H -3.17835 1.87938 -6.23162
H -2.35582 3.15797 -5.31114
H -3.61554 2.21161 -4.53699
H -1.59066 0.07641 -6.60253
H 0.04902 -1.54847 -5.63155
H -1.61897 2.06567 -2.81364
S 3.77361 -0.09075 -0.57350
C 4.51755 -1.01808 0.56911
N 3.75667 -2.02735 1.20366
C 4.34169 -2.92990 2.03559
C 5.65971 -2.79625 2.34507
C 6.34892 -1.70168 1.76408
N 5.79313 -0.87621 0.91434
H 2.80163 -2.13306 0.89018
H 3.71615 -3.72398 2.42186
H 6.16150 -3.49097 2.99861
H 7.39154 -1.51937 1.99265
C -0.78202 -2.28711 0.78978
C -2.15046 -2.24214 0.18358
C -2.75651 -3.35905 -0.35415
C -4.00442 -3.25040 -0.94651
Cl -4.76686 -4.68054 -1.57335
C -4.63619 -2.02889 -1.06373
C -4.04201 -0.90172 -0.52419
C -2.82346 -1.00241 0.14499
O -2.22157 -0.00653 0.81805
C -2.84726 1.26509 0.88780
C -2.63173 2.07043 -0.45485
O -3.58179 2.10205 -1.23265
O -1.50812 2.59081 -0.58724
H -0.39521 -3.30345 0.81117
H -0.80256 -1.87483 1.79878
H -0.11295 -1.66408 0.19616
H -2.26374 -4.32043 -0.31654
H -5.58685 -1.95492 -1.56911
H -4.51576 0.05712 -0.66409
H -2.35683 1.77543 1.71861
H -3.91717 1.16481 1.10183
*
```

## Properties
HOMO energy (eV): -0.7